Computed, not measured: a structure of composition C6H9N, with ωB97M-V with the def2-TZVPD basis set.

The geometry in XYZ format:
```
16
Properties=species:S:1:pos:R:3:forces:R:3:mulliken_charge:R:1
C 2.1620 0.2997 0.0213 0.4 0.1 0.4 -0.939
N 0.7493 0.4142 0.0866 0.6 0.5 0.9 -0.166
C -0.0437 -0.5467 0.8211 0.3 0.2 0.0 -0.545
C -1.5353 -0.1633 0.7168 -0.1 -0.1 0.4 -0.376
C -1.6242 0.8208 -0.4339 -1.2 -1.4 -1.0 -0.765
C -0.8370 0.0153 -1.1989 -1.8 -0.3 -1.0 -0.440
C -0.9071 -1.1723 -0.2128 0.4 -0.2 -0.1 -0.173
H 2.5675 0.4330 1.0245 0.8 -0.1 0.0 0.304
H 2.5481 1.0810 -0.6429 0.1 -0.2 0.1 0.326
H 2.4758 -0.6780 -0.3719 -0.2 0.2 0.1 0.292
H 0.3850 -1.0326 1.6994 -0.3 0.1 -0.1 0.456
H -2.2144 -0.3223 1.5478 0.1 -0.1 -0.2 0.450
H 0.3312 1.3342 0.1996 1.0 0.0 0.1 0.276
H -2.3762 1.5227 -0.7156 0.2 1.0 0.2 0.456
H -0.3535 0.0891 -2.1651 -0.3 0.1 0.0 0.389
H -1.1950 -2.1993 -0.4236 0.0 0.3 0.1 0.454
```
Forces are in eV/Å.

E_HOMO: -6.99 eV
energy relative to the best compared isomer or geometry (same formula, charge and spin): 126.6 kcal per mole
E_tot: -7852.67130 eV
orbital gap: 8.11 eV
spin multiplicity: 1

Computed, not measured: a cluster of 2 separate species, C2H8OS2 in total, with ωB97M-V with the def2-TZVPD basis set.

The geometry in XYZ format:
```
13
Properties=species:S:1:pos:R:3:forces:R:3:mulliken_charge:R:1
C 0.0000 0.0000 0.0000 0.1 0.1 1.0 -0.714
S 1.8088 -0.0609 -0.1195 -0.5 -1.9 -0.8 -0.087
S 2.3686 1.6656 0.5779 0.5 1.9 0.8 -0.074
C 2.2299 1.5747 2.3934 -0.1 -0.1 0.5 -0.692
H -0.1946 0.1014 1.0810 -0.3 -0.1 -0.5 0.241
H -0.4802 -0.9260 -0.3585 0.8 0.4 0.4 0.337
H -0.4567 0.8578 -0.5216 0.7 -0.2 0.4 0.178
H 3.1165 1.1412 2.8859 -0.3 0.1 -0.4 0.277
H 1.3414 0.9947 2.6944 0.3 0.3 -0.2 0.224
H 2.1066 2.6138 2.7423 0.0 -0.4 -0.1 0.265
O -2.0449 -0.3986 -1.5526 -0.6 1.1 -0.9 -0.691
H -1.1905 -0.0551 -1.8992 -1.2 -0.4 0.1 0.412
H -2.5950 0.4046 -1.4086 0.5 -0.9 -0.3 0.324
```
Forces are in eV/Å.

SMILES: CSSC.O
E_HOMO: -8.69 eV
energy relative to the best compared isomer or geometry (same formula, charge and spin): 18.7 kcal per mole
E_tot: -25921.12343 eV
orbital gap: 9.35 eV
spin multiplicity: 1

Computed, not measured: the molecule C2H7N3OS, with ωB97M-V with the def2-TZVPD basis set.

The geometry in XYZ format:
```
14
Properties=species:S:1:pos:R:3:forces:R:3:mulliken_charge:R:1
C -2.4519 -0.1828 0.4598 0.9 -0.7 0.5 -0.474
O -1.7047 0.2848 -0.7866 0.7 -3.0 1.8 -0.284
N -0.3560 -0.1277 -0.6353 -1.8 8.5 3.4 0.000
C 0.4817 0.8706 -0.0852 2.3 -4.7 -2.2 0.305
S 0.1531 2.3547 -0.1300 -2.1 6.5 0.7 -0.447
N 1.8044 0.5213 0.1252 0.6 -3.0 0.8 -0.090
N 2.1135 -0.8618 -0.0758 -1.3 1.0 -3.6 -0.633
H -3.5002 -0.2940 0.0931 0.8 0.5 0.7 0.268
H -2.1935 0.6038 1.2182 -1.0 -0.5 -0.7 0.236
H -2.1571 -1.2218 1.0468 -0.2 2.3 -2.3 0.227
H -0.0655 -0.9376 -0.8913 1.7 -6.6 -1.9 0.162
H 2.7127 1.0029 0.1942 -2.0 1.2 -0.1 0.234
H 2.3857 -0.8702 -1.1291 0.2 -0.9 2.7 0.266
H 2.7778 -1.1422 0.5959 1.1 -0.6 0.3 0.230
```
Forces are in eV/Å.

SMILES: CONC(=S)NN
E_HOMO: -8.17 eV
energy relative to the best compared isomer or geometry (same formula, charge and spin): 101.0 kcal per mole
E_tot: -19535.45977 eV
orbital gap: 8.84 eV
spin multiplicity: 1

Computed, not measured: a structure of composition C27H19AsClIN2O7SV, with ωB97M-V with the def2-TZVPD basis set.

The geometry in XYZ format:
```
60
Properties=species:S:1:pos:R:3:forces:R:3:mulliken_spin:R:1
V 0.3689 -0.4282 0.9515 0.0 0.1 0.0 0.964
Cl 7.8593 -1.7192 0.8519 0.0 0.0 0.0 0.000
C 6.1437 -1.4689 0.9297 0.0 0.0 0.0 0.002
C 5.4306 -2.0748 1.9157 0.0 0.0 0.1 -0.001
C 4.0380 -1.8805 2.0067 -0.2 0.2 -0.2 0.006
I 2.9667 -2.7674 3.5435 0.0 0.0 0.0 0.001
C 3.3765 -1.0890 1.0952 0.1 -0.1 0.0 -0.004
O 2.0635 -0.8802 1.2008 -0.3 0.0 -0.2 -0.001
C 4.1141 -0.4609 0.0389 -0.1 -0.1 0.1 0.001
N 3.4275 0.2960 -0.8541 0.0 0.1 -0.1 -0.003
C 4.1106 0.9090 -1.7897 -0.1 0.0 0.1 0.002
C 5.5062 0.8166 -1.9335 0.1 0.0 0.0 -0.001
C 6.2059 0.0358 -1.0626 0.0 0.0 0.0 0.001
C 5.5159 -0.6383 -0.0323 -0.1 0.0 0.0 -0.001
H 5.9324 -2.7032 2.6374 0.0 0.0 0.0 0.000
H 3.5427 1.5152 -2.4888 0.0 0.0 0.0 0.000
H 5.9999 1.3536 -2.7312 0.0 0.0 0.0 0.000
H 7.2777 -0.0734 -1.1443 0.0 0.0 0.0 0.000
O 0.0654 2.7409 3.4164 0.0 0.0 0.0 0.003
As -0.7658 2.4938 1.8977 -0.1 0.1 -0.1 0.015
O -0.8932 -0.7143 -0.2325 0.4 -0.2 0.3 -0.014
O 0.3516 1.3183 1.0914 0.0 -0.6 0.0 0.034
C -2.2348 1.2346 2.3595 -0.1 0.0 -0.1 0.004
C -3.4449 1.7549 1.9030 0.0 0.0 0.0 -0.001
C -4.6516 1.0921 2.0897 0.0 0.0 0.0 0.000
C -4.6710 -0.1242 2.7485 0.0 0.0 0.0 0.000
C -3.4822 -0.6711 3.2092 0.0 0.0 0.0 0.002
C -2.2834 -0.0018 3.0144 0.0 0.0 0.1 -0.012
S -0.8288 -0.8838 3.5395 0.0 0.1 0.0 -0.002
O -1.1939 -1.8249 4.5450 0.0 0.0 0.0 0.000
O 0.2190 0.0755 3.8127 -0.1 0.0 0.2 0.006
O -0.4226 -1.6175 2.2486 0.1 0.5 -0.3 0.008
H 0.2441 1.8886 3.8532 0.0 0.0 0.0 0.001
H -3.4494 2.7061 1.3806 0.0 0.0 0.0 0.000
H -5.5692 1.5312 1.7207 0.0 0.0 0.0 0.000
H -5.6016 -0.6529 2.9048 0.0 0.0 0.0 0.000
H -3.4763 -1.6199 3.7288 0.0 0.0 0.0 0.000
N 0.5892 0.2047 -2.6197 0.0 0.0 -0.1 0.002
C -0.4231 1.1479 -2.5077 -0.1 0.1 0.0 0.000
C -0.1038 2.5079 -2.5526 0.0 0.0 0.0 0.002
C -1.0878 3.4775 -2.5050 0.0 0.0 0.0 0.001
C -2.4262 3.1157 -2.4282 0.0 0.0 0.0 0.000
C -2.7503 1.7701 -2.3745 0.0 0.0 0.0 0.000
C -1.7709 0.7781 -2.3949 -0.1 0.1 0.0 -0.003
C -2.1857 -0.6325 -2.2069 0.0 -0.1 0.1 0.005
C -3.0873 -1.2655 -3.0579 0.0 0.0 0.0 -0.003
C -3.5302 -2.5540 -2.8028 0.0 0.0 0.0 0.002
C -3.0804 -3.2340 -1.6804 0.0 0.0 0.0 -0.002
C -2.1827 -2.6324 -0.8128 0.1 0.1 0.0 0.000
C -1.7398 -1.3425 -1.0854 -0.1 0.0 -0.1 -0.013
H 0.3137 -0.7590 -2.5127 0.0 0.1 0.0 0.000
H 1.4541 0.4261 -2.1488 0.0 -0.1 0.1 0.001
H 0.9365 2.7945 -2.6506 0.0 0.0 0.0 -0.001
H -0.8066 4.5225 -2.5383 0.0 0.0 0.0 0.000
H -3.2017 3.8691 -2.3966 0.0 0.0 0.0 0.000
H -3.7858 1.4649 -2.2783 0.0 0.0 0.0 0.000
H -3.4391 -0.7312 -3.9317 0.0 0.0 0.0 0.000
H -4.2272 -3.0276 -3.4818 0.0 0.0 0.0 0.000
H -3.4309 -4.2376 -1.4773 0.0 0.0 0.0 0.000
H -1.8259 -3.1307 0.0791 0.0 0.0 0.0 0.000
```
Forces are in eV/Å.

E_HOMO (spin up / spin down): -8.09 / -8.09 eV
<S²>: 0.757
energy relative to the best compared isomer or geometry (same formula, charge and spin): 0.0 kcal per mole
E_tot: -163607.98538 eV
orbital gap (spin up / spin down): 6.74 / 7.34 eV
spin multiplicity: 2

Computed, not measured: a structure of composition CdI2O4P, with ωB97M-V with the def2-TZVPD basis set.

The geometry in XYZ format:
```
8
Properties=species:S:1:pos:R:3:forces:R:3:mulliken_charge:R:1
Cd 3.9398 5.7020 6.5765 0.2 0.0 0.1 0.016
I 3.6805 6.3781 2.4117 -0.1 0.9 -0.6 -1.063
I 4.3589 2.7923 1.6233 -0.1 -1.1 2.5 -0.105
P 3.5197 3.0302 5.3154 -1.3 0.6 0.0 0.639
O 4.2364 1.6709 4.2215 -0.6 1.2 -0.2 -0.510
O 2.0901 3.2096 4.7149 1.9 -1.3 2.0 -0.667
O 4.4036 4.1602 4.8139 0.6 0.3 1.0 -0.688
O 3.7251 2.8273 6.9553 -0.6 -0.5 -4.7 -0.622
```
Forces are in eV/Å.

E_HOMO: 3.20 eV
charge: -3
E_tot: -38239.73615 eV
orbital gap: 3.05 eV
spin multiplicity: 1

Computed, not measured: a cluster of 10 separate species, C45H93ClFIN2O10 in total, with ωB97M-V with the def2-TZVPD basis set.

The geometry in XYZ format:
```
153
Properties=species:S:1:pos:R:3:forces:R:3:mulliken_charge:R:1
C -6.5609 -4.5107 1.4160 -0.8 -0.3 0.6 -0.712
C -7.3777 -3.9131 2.5905 1.2 0.2 0.1 -0.648
C -7.4319 -2.3595 2.5906 -1.1 0.0 -0.4 -0.802
C -7.4140 -1.7018 1.1847 0.7 0.6 0.5 -1.027
C -5.9550 -1.4037 0.7015 -0.6 -1.0 -0.5 -0.297
C -5.8351 -1.7226 -0.8206 0.0 0.5 0.5 -0.373
C -4.7979 -0.8367 -1.5349 -0.1 -0.3 0.4 -1.502
C -3.3388 -1.1005 -1.0817 -0.4 0.1 -0.6 0.317
C -2.8836 -2.5528 -1.3132 0.0 0.3 -0.3 0.265
C -1.4030 -2.8182 -0.9843 -0.5 0.3 0.5 -0.118
C -1.0265 -2.5778 0.4982 0.5 -1.0 -0.6 -0.589
C 0.5197 -2.3749 0.6526 -0.9 0.4 0.9 -1.145
C 0.8218 -0.9376 1.1779 0.5 -0.4 -0.3 -1.053
C 1.9627 -0.1832 0.4360 0.2 0.5 1.1 -1.148
C 1.8393 1.3065 0.7846 0.2 -0.8 -0.6 0.410
C 1.4331 2.2411 -0.1325 -0.5 1.1 -0.1 0.867
C 1.1125 1.9310 -1.5892 -0.1 -0.8 0.5 -0.471
Cl 2.7382 1.5926 -2.3737 -0.2 0.3 0.0 -0.108
C 0.0695 0.7839 -1.8173 0.5 -0.3 -0.9 0.097
C 0.5362 -0.1960 -2.9307 -0.9 -0.1 0.2 -0.786
C 1.3232 3.6030 0.3251 0.0 -0.2 -0.4 -0.459
I 0.6732 5.1594 -0.9963 0.2 -0.4 0.2 0.024
C 1.6355 3.9681 1.5982 -0.3 1.1 0.5 0.952
C 1.5432 5.4279 2.0401 1.1 -0.9 0.3 -1.777
C 2.7690 6.2266 1.5915 -0.9 2.2 -0.3 0.788
O 2.7274 7.4204 1.4674 0.4 -1.4 0.1 -0.538
F 3.9343 5.5784 1.3503 -0.8 -0.2 0.3 -0.215
C 2.0860 3.0051 2.5518 -0.4 1.3 -0.8 0.242
N 2.3988 3.4705 3.8041 0.2 -2.4 -0.1 -0.390
C 2.7575 2.4595 4.5740 0.2 0.8 0.9 -0.004
C 2.8568 1.1036 4.1720 0.1 -0.4 0.1 -0.775
N 2.5924 0.6875 2.9649 0.1 0.6 0.4 -0.314
C 2.1716 1.6754 2.1297 0.0 -0.4 -0.5 0.064
H -6.9835 -4.2429 0.4418 0.3 0.0 0.2 0.176
H -5.5100 -4.2126 1.4947 -0.2 -0.1 -0.3 0.041
H -6.6193 -5.6062 1.4850 0.2 0.2 -0.1 0.464
H -8.3751 -4.3647 2.6663 0.2 0.2 -0.2 0.362
H -6.8293 -4.2129 3.4996 -0.4 0.0 -0.1 0.262
H -8.3818 -2.0600 3.0647 0.3 -0.1 0.1 0.378
H -6.6343 -1.9101 3.1990 -0.1 -0.2 -0.2 0.331
H -7.9578 -0.7457 1.2525 0.1 -0.3 -0.1 0.465
H -7.9254 -2.3039 0.4223 0.0 0.0 0.4 0.416
H -5.3075 -2.0862 1.2710 0.1 0.4 -0.2 0.131
H -5.6489 -0.3706 0.9153 -0.2 -0.2 0.0 0.588
H -5.6103 -2.7934 -0.9379 -0.1 0.3 -0.1 -0.164
H -6.8369 -1.5608 -1.2514 0.4 0.0 -0.1 0.616
H -5.0312 0.2102 -1.2805 0.0 -0.2 -0.2 0.434
H -4.9119 -0.9463 -2.6248 0.2 0.0 0.2 0.385
H -2.7129 -0.4326 -1.6992 0.1 -0.1 0.4 -0.285
H -3.2644 -0.7819 -0.0313 0.2 -0.2 -0.2 0.409
H -3.0103 -2.7499 -2.3948 -0.1 -0.1 0.3 0.056
H -3.5639 -3.2410 -0.7895 0.4 0.0 0.0 -0.395
H -1.1700 -3.8552 -1.2668 0.2 0.3 0.0 0.403
H -0.7749 -2.1470 -1.5839 -0.2 -0.2 -0.1 -0.427
H -1.5997 -1.7408 0.9137 0.3 -0.1 -0.1 0.325
H -1.2993 -3.4713 1.0825 -0.2 0.3 -0.2 0.436
H 0.8397 -3.0937 1.4217 0.2 0.2 -0.3 0.388
H 1.0756 -2.6268 -0.2602 -0.3 0.2 0.0 0.535
H 1.0739 -1.0403 2.2409 0.1 0.3 -0.3 0.510
H -0.0635 -0.2823 1.1636 0.0 -0.4 -0.2 0.694
H 2.9417 -0.4953 0.8320 -0.3 -0.1 -0.2 0.615
H 1.9948 -0.3542 -0.6405 -0.3 0.0 0.2 0.556
H 0.7327 2.8069 -2.1159 0.4 -0.2 0.2 0.193
H -0.1747 0.2494 -0.8946 0.1 0.2 -0.2 -0.452
H -0.8630 1.2315 -2.1898 0.2 0.1 0.3 0.628
H -0.2634 -0.9047 -3.1961 0.1 0.3 0.2 0.350
H 1.3894 -0.8071 -2.6212 0.0 0.3 -0.3 0.311
H 0.7337 0.3662 -3.8485 0.3 -0.3 0.2 -0.162
H 0.6243 5.9142 1.7116 0.4 0.1 -0.2 0.458
H 1.5554 5.5070 3.1373 0.1 -0.2 -0.3 0.213
H 3.0153 2.6757 5.6134 -0.1 0.0 -0.3 0.373
H 3.1682 0.3614 4.9058 0.0 0.2 -0.1 0.440
C 2.1787 5.6864 6.6802 0.1 0.1 -0.2 -0.929
C 0.9429 4.9855 7.2009 0.3 0.2 0.1 -0.366
O 1.2741 3.6605 7.5927 -0.2 -0.5 0.1 -0.465
H 2.6059 5.1385 5.8330 -0.2 0.1 0.1 0.137
H 1.9452 6.7038 6.3613 0.1 0.0 0.0 0.346
H 2.9525 5.7312 7.4515 -0.1 0.1 0.1 0.416
H 0.1766 4.9193 6.4293 0.0 -0.1 0.0 0.268
H 0.5227 5.5241 8.0568 -0.1 0.1 -0.1 0.309
H 1.9479 3.7178 8.2783 0.0 0.1 0.0 0.280
C 7.1241 1.4742 -1.4851 0.0 0.1 0.1 -0.342
C 7.3553 0.5439 -2.6596 -0.4 0.1 0.1 -0.308
O 6.5478 -0.6276 -2.5504 0.2 -0.1 -0.1 -0.521
H 7.3520 0.9679 -0.5454 0.1 0.0 0.0 0.256
H 7.7475 2.3666 -1.5639 0.0 0.0 0.0 -0.027
H 6.0752 1.7811 -1.4371 0.0 0.0 -0.1 0.136
H 8.3954 0.2215 -2.6942 -0.1 -0.1 0.0 0.304
H 7.1183 1.0478 -3.6029 0.2 0.1 0.0 0.245
H 5.6273 -0.3458 -2.5311 0.0 0.0 0.0 0.275
C 1.6667 0.6895 -7.9340 -0.1 -0.1 0.1 -0.954
C 2.0807 0.6046 -6.4766 0.2 -0.2 -0.3 -0.032
O 2.0820 -0.7481 -6.0283 -0.2 0.0 0.2 -0.525
H 0.6725 0.2604 -8.0731 0.0 0.1 0.1 0.262
H 1.6544 1.7257 -8.2770 0.0 0.0 0.0 0.227
H 2.3502 0.1232 -8.5645 0.1 0.1 0.0 0.273
H 1.3834 1.1553 -5.8454 0.0 -0.1 0.1 0.211
H 3.0813 1.0272 -6.3359 -0.1 0.2 0.0 0.212
H 2.6999 -1.2434 -6.5744 0.0 0.0 0.0 0.298
C 2.6643 2.1699 -12.6071 -0.1 0.0 0.0 -1.084
C 3.0791 2.0587 -11.1519 0.2 -0.2 -0.3 -0.152
O 3.0846 0.6978 -10.7269 0.0 0.0 0.0 -0.487
H 1.6717 1.7421 -12.7538 0.0 0.1 0.0 0.298
H 2.6501 3.2116 -12.9320 0.0 0.0 0.0 0.322
H 3.3525 1.6137 -13.2484 0.1 0.1 0.0 0.324
H 2.3795 2.5968 -10.5135 0.0 -0.1 0.1 0.254
H 4.0783 2.4807 -11.0021 -0.1 0.2 0.0 0.266
H 3.7101 0.2220 -11.2826 0.0 0.0 0.0 0.279
C 0.5205 -0.9547 8.1469 0.1 0.0 -0.1 -0.934
C 1.9737 -0.5528 7.9835 -0.3 0.3 0.2 -0.293
O 2.0787 0.6695 7.2553 0.2 -0.1 0.0 -0.309
H 0.0450 -1.0720 7.1733 0.0 -0.1 0.0 0.282
H 0.4317 -1.8934 8.6960 -0.1 0.0 0.0 0.377
H -0.0347 -0.1813 8.6845 0.0 -0.1 0.1 0.178
H 2.5211 -1.3146 7.4289 0.1 0.1 -0.1 0.312
H 2.4533 -0.4255 8.9599 0.0 -0.2 0.0 0.266
H 1.6031 1.3488 7.7474 -0.1 0.1 -0.2 0.186
C 8.8526 6.6551 -1.6513 0.0 0.0 -0.1 -1.100
C 8.4084 5.2826 -1.1817 0.4 0.1 0.1 -0.135
O 9.2793 4.2678 -1.6796 -0.2 -0.1 -0.1 -0.538
H 8.8700 6.6975 -2.7412 -0.1 0.0 0.0 0.298
H 8.1825 7.4319 -1.2794 0.0 0.0 0.0 0.322
H 9.8661 6.8729 -1.3046 0.0 0.0 0.1 0.323
H 7.4062 5.0605 -1.5463 0.1 -0.1 0.0 0.275
H 8.3969 5.2347 -0.0880 -0.2 0.1 0.0 0.253
H 10.1637 4.4553 -1.3504 0.0 0.0 0.0 0.290
C -2.5774 -6.9705 -0.7700 0.2 -0.1 -0.1 -0.723
C -3.7732 -6.5909 0.0766 -0.1 0.0 -0.4 -0.359
O -4.5521 -5.6013 -0.5906 -0.1 0.1 0.1 -0.272
H -1.9599 -6.0934 -0.9733 0.0 0.0 0.1 -0.002
H -1.9613 -7.7255 -0.2770 0.0 0.0 0.0 0.402
H -2.9091 -7.3630 -1.7334 0.0 -0.1 0.0 0.203
H -3.4534 -6.1757 1.0329 -0.1 0.1 0.0 0.311
H -4.4034 -7.4648 0.2745 0.1 -0.1 0.1 0.356
H -4.8390 -5.9796 -1.4317 0.1 0.0 0.0 0.132
C -4.7140 -4.5807 -4.8252 0.0 0.0 0.1 -1.010
C -3.6802 -5.6243 -4.4473 -0.3 0.0 -0.2 -0.046
O -4.2951 -6.7422 -3.8044 0.1 0.0 0.3 -0.489
H -5.2501 -4.2367 -3.9387 0.1 0.0 0.0 0.177
H -4.2447 -3.7218 -5.3075 0.0 0.0 0.0 0.314
H -5.4569 -5.0018 -5.5077 0.1 0.0 -0.1 0.415
H -2.9539 -5.2065 -3.7503 0.0 -0.1 0.1 0.097
H -3.1448 -5.9776 -5.3340 0.1 0.1 0.0 0.344
H -4.9305 -7.1228 -4.4190 0.0 0.0 0.0 0.266
C -4.2284 1.1473 8.2774 -0.1 0.0 0.0 -0.984
C -3.4256 -0.1277 8.4583 0.2 0.3 -0.1 -0.247
O -2.6178 -0.3867 7.3144 -0.1 -0.2 0.0 -0.452
H -4.8654 1.0738 7.3951 0.0 -0.1 0.0 0.257
H -4.8556 1.3430 9.1490 0.0 0.0 0.0 0.336
H -3.5653 2.0027 8.1253 0.0 0.0 0.1 0.295
H -4.0893 -0.9814 8.5889 0.1 -0.1 -0.1 0.302
H -2.7789 -0.0543 9.3401 -0.1 0.0 0.1 0.238
H -2.0229 0.3618 7.2029 0.0 0.0 0.0 0.253
```
Forces are in eV/Å.

SMILES: CCCCCCCCCCCCCCc1c([C@@H](Cl)CC)c(I)c(CC(=O)F)c2nccnc12.CCO.CCO.CCO.CCO.CCO.CCO.CCO.CCO.CCO
E_HOMO: -8.79 eV
energy relative to the best compared isomer or geometry (same formula, charge and spin): 0.0 kcal per mole
E_tot: -94967.41270 eV
orbital gap: 8.46 eV
spin multiplicity: 1